DFT (ωB97M-V/def2-TZVPD) results for a molecular structure, C28H29BN6OSiSr in a non-equilibrium geometry.

Each line ends with the Mulliken charge.
Positions of all 67 atoms, in Å:
1 H 2.48 -1.02 -0.67  0.46
2 N 1.12 0.59 -0.86  0.70
3 B -0.17 2.63 -1.59  0.19
4 N 0.99 1.60 -1.79  -0.41
5 C 1.92 1.47 -2.76  -0.16
6 Sr 0.16 0.39 1.74  2.09
7 H 1.96 2.18 -3.57  0.45
8 C 2.70 0.34 -2.45  -1.24
9 H 3.53 -0.04 -3.00  0.44
10 C 2.15 -0.17 -1.25  -0.40
11 H -0.10 3.50 -2.40  -0.16
12 C -2.24 -0.23 2.56  -1.22
13 H -2.02 -0.25 3.64  0.56
14 H -2.76 -1.11 2.17  0.23
15 H -2.75 0.70 2.23  0.44
16 N -0.17 3.19 -0.14  -0.26
17 N -1.46 1.78 -1.75  -0.07
18 N -0.12 2.36 1.03  -0.33
19 N -1.73 0.83 -0.80  0.13
20 C -0.21 4.47 0.23  -0.10
21 C -2.38 1.75 -2.74  -0.19
22 H -0.22 5.23 -0.54  0.44
23 H -2.30 2.43 -3.57  0.43
24 C -0.24 4.55 1.62  -1.18
25 C -3.29 0.74 -2.42  -1.12
26 C -0.17 3.22 2.08  -0.10
27 C -2.84 0.20 -1.19  -0.23
28 H -0.29 5.45 2.21  0.40
29 H -4.14 0.44 -3.00  0.39
30 H -0.18 2.86 3.11  0.39
31 H -3.26 -0.61 -0.61  0.40
32 H 2.50 0.89 1.39  0.02
33 O 0.02 -1.80 0.89  0.25
34 Si 0.46 -3.24 1.35  -0.92
35 C 1.17 -3.22 3.09  0.19
36 C 0.72 -4.14 4.05  -0.36
37 C 1.17 -4.05 5.37  -0.67
38 C 2.08 -3.04 5.73  -0.48
39 C 2.55 -2.15 4.77  -0.83
40 C 2.13 -2.26 3.44  0.04
41 C -0.93 -4.49 1.34  0.05
42 C -0.76 -5.74 0.73  -0.24
43 C -1.80 -6.68 0.75  -0.70
44 C -3.01 -6.38 1.37  -0.50
45 C -3.19 -5.12 1.97  -0.64
46 C -2.16 -4.17 1.93  0.02
47 C 1.79 -3.91 0.22  0.23
48 C 1.65 -3.71 -1.16  -0.13
49 C 2.66 -4.15 -2.03  -0.60
50 C 3.81 -4.76 -1.51  -0.46
51 C 3.94 -4.96 -0.13  -0.65
52 C 2.92 -4.54 0.73  -0.30
53 H 0.03 -4.93 3.76  0.35
54 H 0.83 -4.78 6.10  0.38
55 H 2.42 -2.97 6.77  0.37
56 H 3.28 -1.38 5.04  0.40
57 H 2.56 -1.61 2.66  0.58
58 H 0.18 -5.97 0.23  0.39
59 H -1.64 -7.65 0.27  0.38
60 H -3.82 -7.11 1.39  0.36
61 H -4.14 -4.88 2.46  0.38
62 H -2.31 -3.18 2.37  0.20
63 H 0.76 -3.22 -1.56  0.44
64 H 2.54 -4.01 -3.11  0.39
65 H 4.61 -5.08 -2.19  0.36
66 H 4.83 -5.44 0.28  0.37
67 H 3.01 -4.71 1.81  0.36

Calculated values
HOMO-LUMO gap (spin up / spin down)   5.98 / 6.67 eV
Net charge   0